The following is a DFT calculation (ωB97M-V/def2-TZVPD) of 7 unconnected molecules or ions with the total composition C23H47INO7.

Structure (XYZ):
```
79
C23H47INO7, DFT ωB97M-V/def2-TZVPD
I 2.488 0.320 4.007
O -7.650 0.413 4.842
O 2.859 -5.467 -7.624
O 6.766 0.603 -0.749
O 3.480 2.377 0.183
O -3.009 -0.403 2.386
O 3.237 -2.525 -3.291
O -7.952 4.331 3.043
N -1.830 0.265 2.923
C 6.316 -0.518 -0.838
C 4.455 -5.365 -9.383
C -6.674 1.188 2.808
C -0.709 -0.652 2.777
C 6.482 -1.335 -2.093
C 4.962 3.650 -1.169
C -8.985 0.082 2.907
C 1.166 1.027 2.448
C 2.533 -0.616 -4.516
C -8.913 5.188 5.042
C 2.651 -2.099 -4.259
C 4.529 2.970 0.108
C 2.008 -3.022 -5.264
C 4.011 -5.287 -7.942
C -3.614 -1.278 3.308
C 5.547 -1.151 0.293
C 5.072 -4.971 -6.915
C -6.388 4.762 4.776
C -7.748 0.547 3.642
C 0.339 -0.065 1.813
C 5.475 3.049 1.279
C -7.769 4.724 4.171
C -3.704 -0.736 4.715
H -0.258 -0.811 3.767
H 5.487 -0.461 1.131
H 5.643 4.092 1.556
H 5.899 3.212 -1.518
H 0.487 1.727 2.921
H -8.969 4.570 5.940
H -3.114 -2.258 3.289
H 0.960 -0.808 1.301
H -5.662 4.400 4.053
H 4.536 -1.397 -0.037
H -1.013 -1.629 2.387
H -0.251 0.448 1.056
H -2.734 -0.517 5.144
H -4.190 -1.475 5.354
H 6.044 -2.068 0.614
H 2.991 -0.365 -5.474
H -5.837 1.475 3.440
H 7.037 -0.757 -2.830
H 5.108 4.718 -0.995
H 5.499 -1.586 -2.495
H -8.714 -0.664 2.158
H -6.313 0.487 2.053
H 2.162 -4.056 -4.965
H 1.483 -0.324 -4.541
H 7.025 -2.257 -1.877
H -9.846 5.106 4.491
H 6.427 2.589 1.011
H -6.133 5.784 5.063
H -8.759 6.227 5.339
H -7.081 2.078 2.325
H 3.601 -5.596 -10.015
H 5.851 -5.735 -6.935
H 2.449 -2.869 -6.250
H -9.687 -0.357 3.613
H -4.269 0.192 4.695
H -9.458 0.928 2.406
H 0.937 -2.824 -5.324
H -6.352 4.127 5.663
H 4.626 -4.943 -5.924
H 3.035 -0.066 -3.723
H 4.196 3.514 -1.930
H 5.044 2.519 2.127
H -4.625 -1.443 2.923
H 5.526 -4.002 -7.131
H 5.210 -6.144 -9.500
H 4.884 -4.411 -9.694
H 1.808 1.509 1.723
```

## Properties
Charge: -1
Frontier orbital gap (eV): 3.143